Density functional theory data (ωB97M-V/def2-TZVPD) for a structure of composition C36H65N5OSi5SnTe.

Geometry as XYZ:
```
114
Properties=species:S:1:pos:R:3:lowdin_charge:R:1
Sn 0.913 -0.678 -0.971 1.375
C 2.402 -2.100 -5.084 -0.032
C 2.249 -1.380 -3.890 -0.127
N 1.818 -1.934 -2.780 0.014
C 1.518 -3.263 -2.748 -0.175
C 1.597 -4.049 -3.916 -0.160
C 2.054 -3.420 -5.096 0.004
C 1.223 -5.414 -3.870 -0.060
C 0.791 -5.929 -2.682 -0.079
C 0.737 -5.159 -1.502 -0.008
C 1.134 -3.827 -1.474 -0.243
N 1.273 -2.966 -0.436 -0.059
C 1.471 -3.287 0.879 -0.228
C 1.157 -4.459 1.551 -0.012
C 1.523 -4.676 2.897 -0.078
C 2.188 -3.737 3.625 -0.056
C 2.503 -2.503 3.009 -0.173
C 3.174 -1.465 3.691 -0.013
C 3.469 -0.295 3.048 -0.046
C 3.080 -0.158 1.705 -0.147
N 2.446 -1.101 1.048 0.007
C 2.148 -2.275 1.662 -0.189
H 2.769 -1.600 -5.971 0.113
H 2.470 -0.326 -3.840 0.070
H 2.124 -4.005 -6.006 0.121
H 1.279 -6.016 -4.768 0.107
H 0.485 -6.967 -2.633 0.106
H 0.362 -5.641 -0.619 0.077
H 0.596 -5.237 1.067 0.076
H 1.260 -5.622 3.356 0.105
H 2.473 -3.911 4.655 0.108
H 3.448 -1.614 4.729 0.119
H 3.982 0.515 3.548 0.106
H 3.292 0.756 1.160 0.096
C 4.228 0.626 -1.632 -0.130
O 2.825 0.829 -1.760 -0.455
Si 2.085 2.133 -2.609 0.263
C 2.908 3.684 -1.950 -0.151
C 2.709 2.056 -4.388 -0.158
C 0.352 1.785 -2.305 -0.532
Si -0.281 2.700 -0.843 0.323
C -1.885 1.953 -0.169 -0.195
C -0.663 4.534 -1.048 -0.172
C 0.976 2.613 0.579 -0.200
Si -0.757 1.871 -3.765 0.348
C -2.576 1.605 -3.311 -0.190
C -0.737 3.502 -4.711 -0.176
C -0.416 0.556 -5.096 -0.184
H 4.681 1.404 -1.011 0.087
H 4.725 0.632 -2.607 0.080
H 4.401 -0.343 -1.163 0.084
H 3.945 3.744 -2.296 0.036
H 2.910 3.726 -0.859 0.020
H 2.385 4.572 -2.318 0.036
H 3.772 1.792 -4.414 0.034
H 2.608 3.040 -4.856 0.039
H 2.167 1.343 -5.011 0.000
H -2.763 2.358 -0.676 0.025
H -1.970 2.177 0.900 -0.012
H -1.901 0.862 -0.278 -0.005
H -1.328 4.729 -1.895 0.014
H 0.251 5.118 -1.200 0.023
H -1.158 4.911 -0.145 0.031
H 1.783 1.918 0.330 -0.022
H 0.513 2.264 1.506 -0.029
H 1.429 3.591 0.771 0.033
H -3.015 2.523 -2.910 0.029
H -2.722 0.828 -2.553 0.003
H -3.152 1.327 -4.200 0.031
H -0.940 4.340 -4.039 0.014
H -1.492 3.516 -5.506 0.032
H 0.242 3.678 -5.172 0.020
H 0.013 -0.359 -4.688 -0.007
H 0.285 0.934 -5.849 0.024
H -1.336 0.289 -5.628 0.033
C -2.583 3.342 3.811 -0.176
Si -1.003 2.924 4.713 0.391
C -1.177 3.524 6.481 -0.192
C 0.465 3.777 3.917 -0.173
C -0.679 1.084 4.829 -0.609
Te -0.810 -0.100 3.044 1.206
C -2.955 -0.071 2.964 -0.583
Si -3.666 -1.804 3.021 0.361
C -3.220 -2.600 4.649 -0.193
C -2.971 -2.832 1.618 -0.185
C -5.527 -1.696 2.857 -0.188
H -2.818 4.399 3.964 0.037
H -3.426 2.757 4.188 0.027
H -2.505 3.165 2.734 0.013
H -1.345 4.605 6.508 0.031
H -0.276 3.311 7.065 0.032
H -2.023 3.043 6.983 0.031
H 0.780 4.633 4.521 0.032
H 0.234 4.142 2.913 0.017
H 1.317 3.096 3.829 0.028
H -1.347 0.610 5.555 0.007
H 0.342 0.933 5.195 0.002
H -3.257 0.477 2.068 -0.003
H -3.277 0.505 3.834 0.000
H -2.137 -2.727 4.728 0.016
H -3.685 -3.587 4.735 0.031
H -3.554 -1.996 5.499 0.032
H -1.943 -2.550 1.368 0.000
H -3.573 -2.739 0.709 0.019
H -2.955 -3.890 1.895 0.036
H -5.966 -1.112 3.670 0.030
H -5.976 -2.694 2.880 0.031
H -5.809 -1.223 1.911 0.029
N -2.249 -2.006 -1.613 -0.026
N -1.163 -1.625 -2.457 -0.102
H -3.111 -2.076 -2.142 0.077
H -2.370 -1.281 -0.915 0.036
H -1.417 -0.897 -3.118 0.037
H -0.870 -2.440 -2.981 0.076
```

The energy above the lowest of the compared OMol25 structures with the same formula, charge and spin comes out at 0.1986 eV. The value obtained for the HOMO-LUMO gap is 0.2305 Eh.